A:
Here is a single C6H9I molecule from the Open Molecules 2025 dataset. Energies are from ωB97M-V/def2-TZVPD.

```
! wB97M-V def2-TZVPD RIJCOSX def2/J DEFGRID3
* xyz 0 3
C 0.38309 -2.14801 -0.90267
C 0.07749 1.30317 0.27458
C 0.01427 -1.17534 -0.09846
C 0.75849 0.15944 0.02636
C 0.86056 2.54617 0.57559
C -1.20444 -1.43607 0.71593
I 2.81898 -0.13405 -0.20039
H -0.22934 -3.05993 -0.88451
H 1.25289 -2.19386 -1.60163
H -0.95311 1.35448 0.49522
H 0.36404 3.35236 1.00157
H 1.02236 2.95561 -0.40657
H 1.77468 2.43294 1.08246
H -2.05258 -1.49062 0.15157
H -1.25293 -0.80920 1.63101
H -1.26267 -2.54052 0.90996
*
```

Calculated values
LUMO (alpha / beta)   0.52 / -2.28 eV
HOMO (alpha / beta)   -5.267 / -8.999 eV
Gap between HOMO and LUMO (alpha / beta)   5.789 / 6.720 eV

B:
Here is a single C6H9I molecule from the Open Molecules 2025 dataset. Energies are from ωB97M-V/def2-TZVPD.

```
! wB97M-V def2-TZVPD RIJCOSX def2/J DEFGRID3
* xyz 0 3
C -0.24781 -1.16451 -0.32003
C 1.19170 -1.09478 -0.28296
C -0.94235 -0.32191 0.43168
C 1.78004 0.08781 -0.17160
C -2.43363 -0.25849 0.45352
C 1.24589 1.46748 -0.33162
I 3.91591 0.08269 0.07979
H -0.73005 -1.89677 -0.95243
H 1.75658 -2.01602 -0.29841
H -0.44476 0.32788 1.13476
H -2.81125 -0.44155 1.45919
H -2.86733 -0.99073 -0.22375
H -2.77100 0.73482 0.15538
H 1.87933 2.02666 -1.02198
H 1.24565 2.00631 0.61767
H 0.23309 1.45109 -0.72920
*
```

Calculated values
LUMO (alpha / beta)   0.59 / -2.38 eV
HOMO (alpha / beta)   -5.057 / -9.390 eV
Gap between HOMO and LUMO (alpha / beta)   5.644 / 7.012 eV

Energies in hartree, measured from the most stable structure: A 0.0324; B 0.0000.